[1]
Computed, not measured: a single C3H9NOS molecule in a non-equilibrium geometry, with ωB97M-V/def2-TZVPD.

Values from the calculation:
- energy (a.u.) = -647.77152
- SMILES string = CN=S(C)(C)=O
- energy above the lowest of the compared OMol25 structures with the same formula, charge and spin (kcal/mol) = 79.42
- HOMO (eV) = -8.4
- net charge = 0
- Kohn-Sham gap (eV) = 9.14

XYZ file:
```
15
C3H9NOS, DFT ωB97M-V/def2-TZVPD
C 2.330 0.252 -0.236
N 1.075 -0.403 -0.501
S -0.162 0.434 0.104
C -1.357 0.849 -1.182
C -1.263 -0.573 1.247
O 0.122 1.630 0.854
H 2.355 1.321 -0.313
H 3.115 -0.195 -0.902
H 2.816 0.016 0.778
H -0.770 1.248 -1.971
H -1.779 -0.008 -1.534
H -2.092 1.519 -0.710
H -0.544 -1.258 1.758
H -1.680 -0.030 2.129
H -1.903 -1.020 0.502
```

Atom charges from the natural (NBO) analysis, given in e for atoms 1 to 8: C -0.43; N -0.92; S 1.97; C -0.83; C -0.84; O -0.96; H 0.19; H 0.20



[2]
Computed, not measured: a molecular structure, C3H2FeO3 in a non-equilibrium geometry, with ωB97M-V/def2-TZVPD.

Values from the calculation:
- energy (a.u.) = -1604.41624
- spin multiplicity = 6
- energy above the lowest of the compared OMol25 structures with the same formula, charge and spin (kcal/mol) = 113.46
- HOMO (alpha / beta) (eV) = -13.4 / -13.3
- net charge = +1
- Kohn-Sham gap (alpha / beta) (eV) = 6.86 / 6.35

XYZ file:
```
9
C3H2FeO3, DFT ωB97M-V/def2-TZVPD
O 0.818 0.417 0.347
C 0.805 0.470 -1.095
C -0.455 0.699 -1.600
O -1.547 0.647 -0.998
Fe -1.144 0.444 0.928
H 1.753 0.677 -1.581
C 1.327 -0.868 0.290
O 0.336 -1.596 0.852
H 0.706 -2.304 1.393
```

Atom charges from the natural (NBO) analysis, given in e for atoms 1 to 8: O -0.64; C -0.25; C 0.51; O -0.77; Fe 1.56; H 0.27; C 0.54; O -0.77



[3]
Computed, not measured: 2 unconnected molecules or ions with the total composition C5H10NO3 in a non-equilibrium geometry, with ωB97M-V/def2-TZVPD.

Values from the calculation:
- energy (a.u.) = -476.75636
- energy above the lowest of the compared OMol25 structures with the same formula, charge and spin (kcal/mol) = 216.86
- HOMO (alpha / beta) (eV) = -3.9 / -3.9
- net charge = -1
- Kohn-Sham gap (alpha / beta) (eV) = 7.45 / 7.69

XYZ file:
```
19
C5H10NO3, DFT ωB97M-V/def2-TZVPD
C -0.671 -0.239 0.894
C -0.285 -2.518 -0.588
C 0.069 1.055 -1.156
C 1.766 0.256 0.629
C 0.423 0.734 0.314
N -1.882 0.231 0.787
O -2.112 1.474 1.020
O -2.908 -0.512 0.469
O 0.339 2.000 0.993
H -1.051 -2.250 -1.326
H -0.502 -3.249 0.208
H 0.714 -2.404 -0.930
H 0.776 1.875 -1.613
H 0.404 0.175 -1.817
H -0.950 1.092 -1.267
H 2.692 0.771 0.230
H 1.946 0.108 1.775
H 1.903 -0.743 0.249
H -0.671 2.145 1.130
```

Atom charges from the natural (NBO) analysis, given in e for atoms 1 to 8: C 0.08; C -0.57; C -0.61; C -0.60; C 0.12; N 0.29; O -0.58; O -0.56



[4]
Computed, not measured: 2 unconnected molecules or ions with the total composition C28H41BrNO5PS in a non-equilibrium geometry, with ωB97M-V/def2-TZVPD.

Values from the calculation:
- energy (a.u.) = -4836.00345
- SMILES string = CCCCCCCCc1c(P(O)Br)ccc2c1Nc1cccc(CC=O)c1S2.COCCOCCOC
- HOMO (eV) = -8.4
- net charge = 0
- Kohn-Sham gap (eV) = 8.81

XYZ file:
```
78
C28H41BrNO5PS, DFT ωB97M-V/def2-TZVPD
C 2.495 -0.721 -0.729
C 1.052 -0.237 -0.453
C 0.056 -0.657 -1.556
C -1.264 -1.236 -0.972
C -2.033 -0.237 -0.090
C -2.698 0.921 -0.892
C -2.404 2.268 -0.189
C -3.122 3.493 -0.830
C -2.191 4.130 -1.878
C -2.449 4.159 -3.257
P -3.988 3.405 -3.997
O -4.196 1.936 -3.285
Br -3.512 3.013 -6.181
C -1.572 4.770 -4.144
C -0.404 5.330 -3.669
C -0.136 5.292 -2.323
C -1.009 4.709 -1.407
N -0.677 4.725 -0.002
C 0.631 4.168 0.248
C 0.777 3.146 1.163
C 2.047 2.637 1.368
C 3.153 3.132 0.721
C 3.013 4.160 -0.206
C 4.186 4.761 -0.983
C 5.260 3.665 -1.150
O 5.123 2.753 -1.940
C 1.739 4.661 -0.430
S 1.373 5.958 -1.616
H 2.814 -0.240 -1.666
H 2.552 -1.813 -0.810
H 3.187 -0.373 0.052
H 1.106 0.858 -0.417
H 0.716 -0.609 0.527
H 0.468 -1.417 -2.233
H -0.240 0.251 -2.105
H -0.952 -2.096 -0.353
H -1.905 -1.644 -1.768
H -2.865 -0.797 0.368
H -1.424 0.126 0.749
H -3.780 0.747 -0.922
H -2.283 0.954 -1.909
H -2.690 2.232 0.874
H -1.314 2.361 -0.208
H -4.090 3.245 -1.268
H -3.233 4.255 -0.048
H -3.439 1.351 -3.443
H -1.755 4.803 -5.215
H 0.309 5.801 -4.343
H -0.614 5.710 0.268
H -0.111 2.789 1.676
H 2.159 1.812 2.070
H 4.135 2.701 0.904
H 4.587 5.679 -0.540
H 3.813 4.955 -1.999
H 6.196 3.749 -0.543
C -2.180 -4.792 4.815
O -1.534 -5.354 3.695
C -1.846 -4.662 2.496
C -0.832 -4.981 1.417
O 0.378 -4.240 1.550
C 1.253 -4.663 2.589
C 1.978 -5.957 2.279
O 1.145 -7.072 2.551
C 1.610 -8.247 1.926
H -3.269 -4.824 4.695
H -1.905 -5.379 5.690
H -1.854 -3.758 4.972
H -1.858 -3.580 2.676
H -2.842 -4.987 2.167
H -1.256 -4.671 0.459
H -0.633 -6.052 1.351
H 0.733 -4.715 3.547
H 2.002 -3.872 2.668
H 2.869 -6.037 2.916
H 2.285 -5.961 1.226
H 1.604 -8.132 0.836
H 0.936 -9.059 2.192
H 2.621 -8.498 2.267
```

Atom charges from the Löwdin analysis, given in e for atoms 1 to 8: C -0.10; C -0.26; C -0.20; C -0.21; C -0.20; C -0.20; C -0.18; C -0.12



[5]
Computed, not measured: a molecular structure, C38H50AsClF2N4O7Si3Tl in a non-equilibrium geometry, with ωB97M-V/def2-TZVPD.

Values from the calculation:
- energy (a.u.) = -6160.36867
- energy above the lowest of the compared OMol25 structures with the same formula, charge and spin (kcal/mol) = 95.12
- HOMO (alpha / beta) (eV) = -4.4 / -4.6
- net charge = -1
- Kohn-Sham gap (alpha / beta) (eV) = 5.83 / 5.85

XYZ file:
```
107
C38H50AsClF2N4O7Si3Tl, DFT ωB97M-V/def2-TZVPD
Tl -0.886 0.691 -0.159
O -4.996 -2.495 0.768
C -5.538 -2.511 2.032
C -6.287 -3.629 2.431
C -7.252 -3.445 3.429
C -7.212 -2.259 4.143
C -6.287 -1.259 3.879
C -5.442 -1.356 2.777
C -4.583 -0.173 2.428
O -3.606 -0.184 1.686
N -4.980 1.022 3.072
N -4.066 1.918 2.832
C -3.995 3.088 3.392
C -2.772 3.813 3.601
C -2.748 4.806 4.588
C -1.658 5.547 4.952
C -0.397 5.208 4.372
C -0.325 4.236 3.397
C -1.538 3.556 2.910
O -1.440 2.846 1.871
H -4.964 -3.386 0.393
H -6.140 -4.561 1.849
H -8.033 -4.175 3.705
H -7.921 -2.033 4.943
H -6.288 -0.357 4.506
H -4.852 3.618 3.851
H -3.674 4.923 5.151
H -1.760 6.334 5.706
H 0.519 5.682 4.733
H 0.652 4.018 2.999
Cl -3.652 -6.599 -1.860
C -3.091 -4.999 -1.896
C -3.994 -3.979 -2.387
C -3.661 -2.657 -2.194
C -2.330 -2.250 -1.701
O -2.104 -1.027 -1.571
C -1.373 -3.324 -1.547
C -0.025 -2.969 -1.182
O 0.352 -1.904 -0.679
C -1.769 -4.664 -1.580
H -5.044 -4.307 -2.626
H -4.349 -1.817 -2.315
H 0.772 -3.742 -1.426
H -1.110 -5.499 -1.307
C 3.385 4.642 -0.536
Si 2.709 4.336 -2.308
C 3.978 4.849 -3.644
C 0.962 5.074 -2.598
As 2.410 1.895 -2.517
Si 2.289 1.322 -4.878
C 3.734 1.743 -6.077
C 2.024 -0.566 -4.743
C 0.706 2.158 -5.567
Si 4.615 1.038 -2.004
C 6.020 2.011 -2.704
C 4.625 1.008 -0.143
C 4.645 -0.748 -2.572
H 2.867 5.542 -0.087
H 4.451 4.802 -0.554
H 3.119 3.813 0.135
H 4.346 5.858 -3.362
H 3.405 4.956 -4.579
H 4.786 4.167 -3.693
H 0.962 5.680 -3.500
H 0.678 5.735 -1.764
H 0.231 4.226 -2.524
H 3.299 1.674 -7.059
H 4.480 0.948 -5.970
H 4.194 2.700 -5.914
H 2.922 -1.154 -4.971
H 1.290 -0.720 -5.550
H 1.601 -0.885 -3.790
H 0.890 3.197 -5.895
H -0.058 2.177 -4.755
H 0.398 1.595 -6.474
H 6.902 1.389 -2.782
H 6.279 2.899 -2.085
H 5.875 2.429 -3.700
H 5.589 0.603 0.225
H 3.876 0.305 0.242
H 4.503 2.003 0.338
H 4.528 -0.916 -3.675
H 3.813 -1.241 -2.043
H 5.622 -1.185 -2.262
O 0.734 -7.167 1.143
C 1.972 -6.590 1.188
N 2.044 -5.465 2.096
C 0.970 -4.561 2.235
O -0.064 -4.608 1.590
C 1.241 -3.494 3.254
C 1.994 -3.674 4.404
C 2.304 -2.578 5.182
C 1.743 -1.326 4.865
N 1.018 -1.127 3.729
C 0.741 -2.167 2.973
H 0.101 -6.379 1.113
H 2.311 -6.254 0.180
H 2.627 -7.330 1.629
H 2.911 -5.302 2.603
H 2.316 -4.682 4.799
H 2.946 -2.744 6.079
H 1.829 -0.440 5.506
H 0.148 -1.987 2.065
F -3.900 1.529 -1.388
C -2.996 2.001 -0.501
F -2.664 3.262 -0.893
H -3.430 1.977 0.525
```

Atom charges from the Löwdin analysis, given in e for atoms 1 to 8: Tl 1.02; O 0.06; C -0.25; C -0.02; C -0.09; C -0.12; C -0.04; C -0.09



[6]
Computed, not measured: a molecular structure, C3H4O4Tb in a non-equilibrium geometry, with ωB97M-V/def2-TZVPD.

Values from the calculation:
- energy (a.u.) = -1241.99263
- spin multiplicity = 8
- energy above the lowest of the compared OMol25 structures with the same formula, charge and spin (kcal/mol) = 0.00
- HOMO (alpha / beta) (eV) = -6.8 / -5.8
- net charge = 0
- Kohn-Sham gap (alpha / beta) (eV) = 6.58 / 5.78

XYZ file:
```
12
C3H4O4Tb, DFT ωB97M-V/def2-TZVPD
C -1.908 -0.478 0.017
C -0.579 0.204 0.022
O 0.432 -0.794 -0.041
C 1.716 -0.391 -0.012
O 2.580 -1.298 -0.104
O 1.996 0.824 0.099
O -3.010 0.246 -0.105
Tb 4.706 0.227 0.093
H -1.986 -1.501 -0.367
H -0.466 0.810 0.936
H -0.474 0.888 -0.839
H -3.006 1.262 0.301
```

Atom charges from the Löwdin analysis, given in e for atoms 1 to 8: C -0.20; C -0.20; O 0.01; C -0.84; O -0.22; O -0.18; O -0.05; Tb 1.09